A 2-piece molecular cluster, C3H11NO2 overall, computed with ωB97M-V/def2-TZVPD.

As for the structure (SMILES): CCO.NCO. Its molar mass is 93.1 g mol⁻¹. For the relative energy (zero: lowest compared OMol25 entry of this formula, charge and spin), the calculation gives 19.89 kcal/mol. The HOMO energy comes out at -9.824 eV. The value obtained for the orbital gap is 0.3972 Ha. The energy is -8873.6270 eV.

The geometry in XYZ format:
```
17
Properties=species:S:1:pos:R:3:forces:R:3:lowdin_charge:R:1
O -0.640464 4.370869 3.640704 0.094 -0.007 0.212 -0.076
O -0.966454 -5.174990 -2.702363 -0.099 -0.029 -0.078 -0.092
N -0.559590 6.282661 2.139140 0.550 -0.204 0.236 0.007
C 0.345412 -5.241101 -2.133906 0.039 -1.112 -0.401 -0.327
C 1.004512 -3.895279 -2.326144 -1.091 0.145 0.945 -0.085
C -0.509621 4.843412 2.308101 0.296 0.633 0.010 -0.359
H 1.346511 -3.779125 -3.342061 0.553 0.187 -0.046 0.072
H -1.144584 -6.010338 -3.144349 -0.085 0.108 0.091 0.076
H -1.335050 4.377844 1.784982 -0.079 -0.034 -0.191 0.109
H 0.445174 4.543375 1.856532 -0.200 -0.255 0.115 0.112
H -1.351339 6.702510 2.603405 -0.174 -0.057 0.072 0.063
H 0.204408 -3.179754 -2.163583 -0.379 0.229 -0.341 0.071
H 0.865542 -6.074283 -2.632772 0.302 0.425 -0.041 0.108
H 0.070032 4.722888 4.193295 -0.090 -0.046 -0.233 0.077
H 0.279257 -5.589739 -1.101998 -0.055 0.497 0.293 0.103
H 0.290500 6.697175 2.528373 -0.398 -0.030 -0.221 0.066
H 1.655754 -3.596127 -1.507355 0.816 -0.451 -0.421 0.073
```
Positions in Å, forces in eV/Å.